Record 1
C27H72O9 | ωB97M-V with the def2-TZVPD basis set

- SMILES: CC(C)O.CC(C)O.CC(C)O.CC(C)O.CC(C)O.CC(C)O.CC(C)O.CC(C)O.CC(C)O
- Orbital gap: 9.224 eV
- Molar mass: 540.86 u
- Electronic energy: -47580.185 eV
- Energy relative to the best compared isomer or geometry (same formula, charge and spin): 344.2 kcal per mole

ORCA input file:
```
! wB97M-V def2-TZVPD RIJCOSX def2/J DEFGRID3
* xyz 0 1
C -1.984 0.808 -1.089
H -4.124 0.127 2.835
H 0.509 -4.222 0.128
O -1.051 -2.439 -0.676
H 1.911 0.234 0.350
C -3.438 -2.336 -0.870
H -1.147 -2.312 0.263
C -3.609 1.022 2.422
H 0.487 2.112 -2.362
H 4.989 -3.967 -2.840
H -2.523 0.420 -1.979
O 3.525 -0.468 0.983
H 5.470 3.080 -0.204
C 2.164 0.423 2.469
C -0.435 0.750 -1.136
H -4.369 -2.877 -1.153
C 2.749 -6.170 0.152
C -2.081 0.925 2.503
O 5.213 1.486 0.686
H 2.720 -0.785 -2.033
H -5.367 2.586 0.830
H 0.630 -1.495 1.601
H 3.854 -6.556 0.278
O -7.896 1.375 -0.607
H 3.050 -4.115 0.220
H -2.906 -3.791 -2.941
H -0.101 0.510 -0.126
H 2.334 -7.043 -0.510
H -1.669 0.902 4.519
H -6.943 0.545 0.758
C 4.538 -1.861 -2.312
C 4.709 2.299 -0.098
H 0.920 -3.753 -1.510
H 3.229 1.175 -1.451
C 0.193 2.096 -1.337
O -1.402 -0.053 2.190
H 2.415 -2.412 -2.442
H -1.077 5.094 -0.097
H 2.642 2.593 0.764
C -1.055 5.069 1.920
H -1.858 -0.841 2.168
C 5.234 -2.924 -3.101
C -6.379 2.614 0.476
C 3.114 -1.651 -2.656
C 2.371 -0.361 1.176
H 2.471 -0.022 3.388
H -2.717 5.372 0.389
H -5.757 0.759 -1.927
H -2.068 3.723 0.589
H 0.564 -5.343 -1.235
H 2.906 1.236 2.520
H 2.971 -1.331 -3.696
H 2.241 -6.372 1.093
H 6.273 -2.833 -2.988
H -2.379 0.198 -0.315
H 0.077 3.198 1.918
H -6.398 3.316 -0.297
H -3.875 0.995 1.338
C -1.928 -3.350 -2.611
C -1.792 4.783 0.628
H -2.201 -3.895 -0.563
H -1.612 4.509 2.688
H -1.131 -4.080 -2.677
O 4.590 -1.959 -1.055
H 1.532 -2.186 0.250
H -5.985 -0.542 -1.007
H -2.485 1.765 -0.819
C -6.808 1.205 -0.060
H 5.521 -2.002 -0.809
H -2.190 2.403 4.274
C -2.071 -3.002 -1.139
O -0.067 -0.125 -1.906
H -1.871 6.654 2.261
H 4.429 0.906 0.969
H 3.900 2.652 -2.017
H -4.725 0.699 -0.545
H 4.033 -4.424 -1.111
C 4.166 1.756 -1.459
C 2.496 -4.802 -0.381
H 4.869 1.130 -1.912
C 0.264 4.271 1.981
H -3.939 1.884 2.908
H -0.513 1.984 3.746
H -0.492 2.928 -1.075
H 3.736 -1.126 0.297
H -1.646 -2.544 -3.315
H 5.068 -2.846 -4.163
H 1.156 0.884 2.661
H -8.495 1.621 0.061
H -6.943 2.893 1.355
H 1.081 2.192 -0.687
O 3.251 -4.844 -1.330
H 2.095 -2.298 1.928
O -0.993 6.228 2.325
H 0.780 4.591 1.040
H 4.005 3.542 1.489
H -3.506 -1.538 -1.606
C 3.598 3.134 0.610
C -5.679 0.478 -0.921
H 3.180 4.012 0.059
H -0.288 -1.018 -1.611
C 1.650 -1.662 1.209
H -1.774 1.617 1.670
H 0.946 4.544 2.735
C 1.120 -4.501 -0.779
H -3.660 -1.963 0.159
C -1.537 1.617 3.785
H 4.999 -0.883 -2.465
*
```

Record 2
C27H74BO22 | ωB97M-V with the def2-TZVPD basis set

- Orbital gap: 9.765 eV
- Molar mass: 761.68 u
- Electronic energy: -74927.080 eV
- Energy relative to the best compared isomer or geometry (same formula, charge and spin): 0.0 kcal per mole

ORCA input file:
```
! wB97M-V def2-TZVPD RIJCOSX def2/J DEFGRID3
* xyz -1 1
H -42.044 -15.309 -23.876
H -38.848 -7.017 -22.684
C -36.116 -17.118 -27.970
H -40.392 -12.640 -31.090
H -32.375 -10.194 -26.006
O -41.594 -13.848 -22.455
O -41.201 -13.114 -30.875
H -40.831 -9.433 -26.963
C -40.792 -14.361 -30.270
H -43.732 -11.231 -26.494
O -35.856 -19.441 -28.391
H -36.682 -5.508 -23.294
H -38.666 -13.198 -28.368
H -42.181 -13.180 -25.730
H -37.312 -12.738 -30.983
H -39.835 -9.116 -19.720
H -38.109 -15.149 -29.774
H -41.887 -15.860 -22.200
H -44.734 -10.913 -19.208
C -39.042 -13.630 -25.472
H -43.013 -16.495 -27.168
C -41.084 -17.117 -26.535
H -36.986 -12.557 -28.514
C -40.542 -11.226 -28.175
H -34.949 -5.431 -23.263
O -39.552 -12.593 -24.843
H -43.645 -11.036 -21.322
H -41.252 -16.743 -25.520
H -39.952 -7.619 -19.435
C -43.950 -12.291 -26.643
C -34.278 -12.666 -22.141
C -35.951 -18.473 -27.321
H -41.995 -10.541 -18.742
H -39.475 -10.435 -26.506
H -43.027 -13.096 -23.672
H -34.873 -6.748 -25.440
H -35.044 -18.545 -26.720
C -42.868 -10.369 -19.362
O -32.371 -14.317 -26.238
H -35.354 -12.505 -20.307
H -39.427 -16.090 -26.833
H -36.753 -17.209 -28.843
H -36.252 -8.356 -23.678
H -40.843 -13.343 -22.789
H -41.289 -18.191 -26.521
O -38.038 -8.761 -23.128
C -41.988 -16.424 -27.555
O -39.215 -11.944 -22.535
H -33.950 -15.469 -24.523
C -34.440 -10.881 -25.938
H -34.358 -14.090 -26.534
H -39.933 -16.248 -30.844
O -33.234 -9.515 -24.334
C -33.365 -9.832 -25.732
H -34.049 -9.045 -24.089
H -36.441 -14.611 -29.895
O -35.428 -7.867 -23.811
H -40.441 -15.465 -23.090
H -40.974 -15.538 -32.075
H -32.564 -12.048 -21.501
H -34.222 -11.755 -25.329
H -41.186 -10.930 -26.149
H -34.510 -11.197 -26.985
O -37.898 -13.499 -30.922
H -33.142 -16.741 -25.481
O -44.005 -10.793 -18.592
H -39.361 -11.375 -29.722
C -35.691 -6.790 -24.718
C -33.649 -14.910 -26.545
H -35.126 -16.783 -28.289
H -41.709 -14.744 -29.833
H -33.619 -8.939 -26.315
C -39.179 -10.683 -22.161
O -38.103 -10.734 -24.209
H -36.246 -11.764 -21.627
H -41.930 -10.800 -21.259
H -34.892 -16.441 -25.580
C -41.486 -15.172 -22.945
H -43.567 -14.200 -25.732
C -35.239 -11.930 -21.230
H -41.752 -15.359 -27.540
C -38.391 -9.906 -23.234
O -39.524 -14.181 -26.419
H -36.842 -18.680 -26.720
H -39.359 -14.848 -31.789
C -37.689 -13.958 -24.825
H -43.634 -12.561 -27.652
H -37.326 -14.028 -27.633
O -36.983 -14.814 -25.259
O -39.433 -6.270 -22.875
O -33.034 -12.887 -21.491
C -37.474 -14.264 -29.783
H -39.570 -5.833 -22.030
H -34.729 -13.615 -22.428
B -38.570 -12.094 -23.852
H -41.533 -11.185 -28.640
H -45.036 -12.389 -26.578
H -34.132 -12.107 -23.070
C -33.913 -15.971 -25.492
H -35.762 -4.570 -24.527
H -36.623 -7.011 -25.246
O -39.610 -10.230 -21.143
H -41.882 -16.877 -28.534
O -39.518 -10.731 -29.027
H -40.392 -12.288 -27.931
H -42.942 -9.307 -19.613
H -42.499 -12.193 -20.524
H -35.418 -10.489 -25.648
H -34.927 -10.925 -20.928
C -43.274 -13.144 -25.605
O -40.103 -8.480 -19.037
C -35.807 -5.490 -23.946
C -40.229 -15.307 -31.314
H -33.619 -15.376 -27.534
O -39.712 -17.014 -26.893
O -43.623 -12.674 -24.307
C -42.782 -11.147 -20.664
H -40.041 -14.163 -29.502
H -31.693 -14.773 -26.741
C -37.616 -13.448 -28.515
C -40.503 -10.474 -26.862
H -36.456 -16.421 -27.204
H -35.532 -20.269 -28.026
O -37.490 -13.098 -23.839
*
```

Record 3
C27H75N5O10 | ωB97M-V with the def2-TZVPD basis set

- SMILES: COC[C@H](C)N.COC[C@H](C)N.COC[C@H](C)N.COC[C@H](C)N.COC[C@H](C)N.CC(C)O.OCCO.OCCO
- Orbital gap: 9.017 eV
- Molar mass: 629.92 u
- Electronic energy: -57134.223 eV
- Energy relative to the best compared isomer or geometry (same formula, charge and spin): 170.5 kcal per mole

ORCA input file:
```
! wB97M-V def2-TZVPD RIJCOSX def2/J DEFGRID3
* xyz 0 1
C 2.192 0.941 6.286
C -4.028 2.730 1.594
H -6.646 2.664 -0.928
O -4.481 -2.139 -3.172
H 3.257 -3.393 -1.771
H -2.727 -3.148 -3.913
H -0.989 -2.254 4.770
C 1.400 -5.478 0.909
O 0.718 2.009 -5.332
C 1.759 0.939 4.858
H 5.161 -1.549 -0.416
H -1.688 -0.253 -0.687
C 4.360 0.390 -2.371
H 1.467 1.387 6.967
H -5.947 3.918 1.696
C 0.755 1.843 -0.042
O 1.576 -4.060 0.868
O 3.257 -0.466 -2.082
O 0.912 -1.399 4.712
H 3.151 1.452 6.380
H 1.652 6.400 -1.597
H -1.953 2.268 1.509
C -6.884 2.030 -0.074
H 2.186 -1.299 -0.668
H -3.904 -0.485 -2.057
H -1.558 2.898 -4.092
H -0.483 -3.907 1.091
C -3.483 -2.419 -4.206
H 0.934 5.597 -0.117
H 0.992 2.814 -5.778
C 3.174 -0.852 -0.773
H 4.557 6.329 0.836
H -0.108 -6.020 -1.575
H -3.945 -2.881 -5.078
H 1.233 -6.331 -2.524
H -0.410 -1.953 3.127
C -0.649 3.232 -3.592
N 1.740 -7.541 -0.375
H 3.036 -3.015 0.795
H -2.607 -4.159 -0.362
H 0.620 1.415 -3.425
H 0.240 -3.278 3.949
H 0.267 -0.261 0.319
H -7.586 1.226 -0.299
H 0.783 -7.814 -0.203
H 2.134 2.858 0.872
C -4.083 -1.549 -1.901
H -2.590 -2.140 0.965
H -3.501 -4.367 -1.738
H -4.590 4.674 0.817
H 2.090 -5.807 1.686
H 3.774 5.014 -1.131
H 0.271 0.325 3.446
H 1.274 2.298 3.469
N 3.959 -2.605 0.776
H 3.775 7.354 -0.394
H -7.230 2.831 0.580
H 4.433 -3.489 0.896
C 0.337 -3.424 0.560
H -2.130 -2.328 -1.689
H 1.268 4.703 -1.518
H -3.063 -1.442 -4.446
C 4.283 -3.095 -1.552
H 2.510 -0.053 6.599
O 1.586 2.106 1.107
C -3.449 -3.698 -0.878
H -2.408 3.768 1.141
C 0.562 0.020 4.451
H 4.395 0.695 -3.417
N -2.633 2.981 1.732
O -5.732 1.376 0.430
C -3.051 -2.272 -1.109
N 1.341 2.310 4.477
H 1.555 2.875 -3.632
C 1.850 -6.122 -0.428
C 0.640 2.372 -3.946
H 0.461 -5.896 1.274
H 1.008 -4.756 -1.990
H 5.290 -0.162 -2.229
H 2.898 6.990 1.010
H 4.656 -2.650 -2.474
H 0.471 -2.384 0.860
C 3.058 5.291 -0.357
C -0.246 0.686 0.152
H -3.721 1.142 0.114
C 1.655 5.537 -0.932
H 2.589 0.658 4.209
H -4.293 2.031 2.387
H 1.899 -7.941 -1.288
C -0.108 -2.261 4.128
H 3.866 4.306 1.049
O 2.997 4.362 0.645
H -4.400 -3.747 -0.348
H 2.916 -5.940 -0.565
H -4.334 2.613 -0.590
O -1.214 0.556 -0.894
O -0.428 4.570 -4.017
H 0.227 2.777 -0.232
N -2.803 -1.538 0.182
H -4.485 4.512 2.529
H 4.847 -3.996 -1.309
C -4.863 4.011 1.638
C -4.415 1.966 0.283
H 4.388 1.274 -1.735
H -3.670 -1.140 0.515
H 1.393 1.634 -0.900
H -5.024 -1.583 -1.352
H 0.155 -3.308 -0.509
C 4.167 -1.993 -0.476
H -0.806 0.763 1.084
H 0.375 2.497 4.704
H -0.142 4.470 -4.928
C 0.954 -5.781 -1.625
H -0.379 0.324 4.910
C 3.621 6.548 0.324
H 3.241 0.023 -0.127
H -0.681 3.241 -2.502
*
```

Record 4
C27H75O12V | ωB97M-V with the def2-TZVPD basis set

- Orbital gap (spin up / spin down): 8.357 / 4.985 eV
- ⟨S²⟩: 6.0142
- Molar mass: 642.83 u
- Electronic energy: -79466.038 eV

ORCA input file:
```
! wB97M-V def2-TZVPD RIJCOSX def2/J DEFGRID3
* xyz 0 5
C 1.822 -0.588 5.458
H 0.833 3.289 -6.265
C -4.094 0.861 0.963
H -1.415 -0.318 -0.886
H -2.736 4.026 2.930
H 5.629 -3.058 -0.278
H 0.156 1.374 -2.237
H 1.065 -0.301 3.434
C 0.927 5.704 -2.669
H 2.908 -0.559 5.363
H -0.467 3.979 1.566
C -3.938 -3.142 1.808
H -3.183 -1.391 1.671
C 5.479 -2.318 -1.064
H 3.317 -2.236 -0.683
C 3.539 3.101 -0.048
C -3.972 -3.765 0.459
O 3.477 2.457 -1.289
H 0.986 -2.829 3.613
H 1.539 -0.106 6.394
H -4.706 -1.505 -2.441
H -3.887 -3.994 2.487
H -3.424 -0.527 -1.715
H 1.437 -1.602 5.353
O -1.528 -2.125 4.562
H 2.577 2.929 -6.049
H -4.125 -3.011 -0.313
O -0.874 4.123 -2.591
H 0.608 -3.809 0.366
H -0.059 2.569 2.517
H -3.496 -1.787 -4.582
C 4.158 -1.544 -0.739
H -3.077 -4.333 0.203
H 1.740 -4.234 -0.916
H -4.397 0.075 0.272
O -0.089 0.439 4.926
H 5.591 -2.866 -2.000
H -0.584 -0.380 5.003
H 1.666 0.655 -7.002
O 3.788 -0.566 -1.678
O -2.084 -2.310 -3.147
C 1.595 2.923 -5.577
H -3.180 1.112 2.751
H -6.130 1.157 1.657
H 5.326 1.897 0.495
H -3.251 1.326 0.453
H 0.165 1.876 -4.690
C 1.118 1.551 -5.107
H 0.440 -0.209 -6.172
H 0.369 -4.407 3.038
H 1.351 6.495 -2.051
H -1.926 -1.868 3.727
C 0.771 0.805 -6.398
H 3.460 -0.274 1.018
H 0.517 -6.521 -1.089
H 4.119 -1.639 1.500
H -0.857 5.656 -1.373
H -4.831 -2.541 1.982
C 0.226 1.195 -1.164
H -0.388 1.931 -0.645
H 1.322 -6.158 0.581
H 0.012 1.413 -6.890
H 5.750 3.354 -0.269
C 0.095 -3.399 3.350
C -1.845 3.511 3.288
C -0.083 -0.437 0.618
H 3.324 4.170 -0.064
H -0.606 0.321 1.200
H -0.372 -3.049 2.430
H -5.014 2.469 1.952
O -2.826 -2.251 1.904
H 0.257 4.378 -1.019
O 2.045 0.852 -4.336
C 0.530 -5.976 -0.146
C -0.127 4.992 -1.834
H -4.332 0.188 -2.980
H -0.411 -1.431 0.924
H 6.269 -1.566 -1.057
H 1.763 3.626 -4.761
H 2.761 2.613 0.538
H -0.186 -3.112 -1.567
C -0.971 -3.478 4.456
H -0.646 -3.836 5.433
H -0.222 3.482 -2.885
H -4.722 -4.554 0.408
H -2.307 -0.536 -4.111
H 1.834 5.154 -2.923
C -2.960 -1.330 -3.750
C -0.896 3.137 2.110
H 5.186 -0.340 0.748
C 0.752 -4.445 -0.508
H -1.536 1.817 4.296
H 0.962 -0.400 0.927
C -3.929 -0.770 -2.650
C -5.272 1.684 1.240
O -2.220 2.292 3.817
O -3.564 0.419 2.209
V 2.048 -0.890 -2.911
H -0.389 -6.116 0.424
H 0.471 6.221 -3.513
H -1.726 -4.150 4.047
H 3.526 1.500 -1.223
C 5.049 2.951 0.462
C -0.327 -0.247 -0.870
O -0.205 -4.070 -1.495
C 1.124 0.234 4.381
C 4.269 -0.927 0.690
O 0.272 -1.178 -1.688
H -1.622 -1.807 -2.472
H 1.570 1.221 4.251
H -1.393 4.166 4.032
H -1.392 2.499 1.380
H 1.294 1.293 -0.969
H -5.602 2.141 0.307
H 5.212 3.515 1.380
*
```

| no. | strongest force on any atom (eV/Å) |
| --- | --- |
| 1 | 16.2 |
| 2 | 1.4 |
| 3 | 2.8 |
| 4 | 4.2 |